Here is a single C15H27O3PS2 molecule in a non-equilibrium geometry from the OMol25 dataset. Energies are from ωB97M-V/def2-TZVPD.

Structure (XYZ):
```
48
Properties=species:S:1:pos:R:3:forces:R:3:mulliken_charge:R:1
O -0.6516 -2.3055 -2.0817 -0.80 -1.98 -1.32 -0.791
O -1.0107 0.2158 -2.0039 2.77 -2.12 1.83 -0.289
O 1.3311 -0.6968 -2.0548 -1.62 0.97 0.91 -0.281
S 1.1935 -3.2570 5.9206 0.99 0.61 -0.44 -0.143
S 1.7206 -3.2606 2.7584 -1.34 1.07 0.84 -0.130
C 2.5227 -2.6113 6.8078 0.99 0.35 1.49 -0.387
C 2.0699 -2.8721 4.4552 -0.54 -1.45 -0.68 0.222
C 3.5661 -2.1569 6.0593 -1.41 -0.79 -0.40 -0.510
C 3.2654 -2.3317 4.6829 0.37 0.13 2.45 -0.425
C -3.3572 3.5009 -0.9269 -0.12 1.19 0.85 -1.307
C 1.2817 -0.8206 -5.3370 0.74 0.45 2.12 -0.820
C -2.3881 -0.0440 -2.0376 -1.79 2.78 -2.62 -0.522
C 2.1619 -1.7792 -2.3218 3.93 0.99 -1.71 -0.403
C 1.1185 -1.5535 2.4920 4.64 1.81 -2.33 -0.792
C -2.7835 2.0762 -0.8610 -0.21 2.38 -2.66 -0.209
C 2.3078 -1.8991 -4.9591 -0.14 1.73 0.69 -0.529
C -2.9693 1.4329 -2.2774 2.68 -1.75 2.62 -0.888
C 2.9683 -1.4072 -3.6098 -0.54 -0.58 -0.23 -1.003
C 1.2710 -1.1307 0.9917 -1.85 0.82 0.28 -0.792
C -0.0541 -1.4562 0.2697 0.90 0.96 0.08 -0.683
P -0.1005 -1.1092 -1.4990 -1.15 1.56 -0.92 0.974
H 2.6747 -2.5723 7.8944 -1.01 -0.36 -0.42 0.351
H 4.4973 -1.8552 6.4822 0.35 0.37 0.11 0.391
H 3.9638 -2.1506 3.9573 1.39 0.50 -1.95 0.556
H -2.8376 4.2131 -1.5844 0.68 -0.64 -0.01 0.327
H -4.3862 3.6414 -1.3788 0.64 -0.65 1.37 0.315
H -3.1610 3.9243 0.1013 -1.12 0.05 -0.95 0.323
H 0.4320 -0.8779 -4.6198 0.28 0.26 -0.78 0.024
H 1.0030 -1.0107 -6.3480 -0.59 0.58 -0.75 0.424
H 1.8590 0.1563 -5.1150 -1.41 -1.20 -1.03 0.238
H -2.6938 -0.6043 -2.9178 0.46 -0.67 0.09 0.291
H -2.8314 -0.4654 -1.1550 0.10 -0.29 0.58 0.386
H 1.6985 -2.6635 -2.6680 -1.04 -1.16 0.91 0.411
H 2.9414 -1.8389 -1.5163 -1.06 -0.57 -0.41 0.224
H 1.7862 -0.8106 3.0275 -0.26 -1.33 -0.27 0.415
H 0.2103 -1.2441 2.8086 -3.37 -0.08 1.14 0.534
H -1.7375 2.2121 -0.6159 0.52 -0.12 -0.47 0.218
H -3.1121 1.5530 0.0036 -1.17 -0.85 0.32 0.397
H 1.8743 -2.9113 -4.9713 0.19 0.29 0.53 0.351
H 2.9937 -1.8519 -5.7948 0.79 -0.29 0.14 0.338
H -2.3650 1.9702 -3.0405 -0.15 -0.46 0.61 0.278
H -3.9514 1.4085 -2.6375 -1.72 -0.04 -0.11 0.566
H 3.1785 -0.3153 -3.5603 -0.28 -0.65 -0.47 0.368
H 3.9093 -1.8890 -3.5317 1.12 -0.55 0.23 0.444
H 2.1417 -1.5290 0.5318 0.63 -0.82 -0.33 0.292
H 1.3651 -0.0484 0.8104 0.28 -0.06 0.87 0.407
H -0.8119 -0.7831 0.6949 -0.15 -0.66 0.28 0.426
H -0.2502 -2.5256 0.3667 -0.59 0.27 -0.11 0.414
```
Positions in Å, forces in eV/Å.

## Properties
SMILES: CCCCOP(=O)(CCCSc1cccs1)OCCCC
Relative energy (zero: lowest compared OMol25 entry of this formula, charge and spin) in eV: 2.641
E_HOMO in eV: -8.96
Multiplicity: 1
Total energy in a.u.: -1951.16125